{
  "formula": "AlBH26O11",
  "method": "wB97M-V/def2-TZVPD",
  "species": ["H", "H", "O", "H", "H", "H", "H", "O", "B", "H", "H", "H", "O", "H", "O", "H", "H", "H", "H", "O", "H", "H", "H", "H", "O", "H", "Al", "O", "H", "O", "O", "O", "H", "H", "O", "H", "H", "H", "H"],
  "xyz": [[5.0739, 1.2378, -0.7334], [-2.4351, 2.5849, -5.5027], [-2.7069, -3.3076, -3.9817], [0.2708, 0.0039, 4.3900], [-2.6174, -0.3592, 5.4922], [1.3010, 4.1894, -2.4996], [5.9199, 0.5479, -1.7823], [1.0493, -0.0871, 3.8405], [-0.3370, 0.0067, -0.1165], [3.6334, -2.3141, 3.5338], [-3.2796, -3.1387, -3.2336], [-3.2960, 2.8129, 0.8400], [-2.0242, -0.0191, 6.1621], [-0.5302, 4.1608, 0.3045], [-4.2122, 3.0734, 0.9342], [2.0542, 4.5731, -3.7555], [0.8045, 0.3182, 3.0086], [-1.1230, -0.1800, 0.5986], [2.2490, -5.3728, -1.2018], [1.7136, 3.8164, -3.2786], [0.1813, 0.8517, 0.3097], [0.2653, -0.8853, -0.1924], [-0.6754, 0.2493, -1.1119], [-3.0660, 1.2190, -5.6712], [4.3113, -2.9883, 3.4883], [-4.1947, 4.0298, 0.8975], [1.7218, -1.0094, -4.5678], [-0.6361, 5.0325, -0.0766], [4.7256, -2.9706, 4.3511], [-2.2360, 1.6494, -5.4660], [-2.0576, -3.6877, 1.9487], [5.0314, 0.5802, -1.4276], [2.3949, -4.1640, -0.3022], [-2.2389, -4.0990, 1.1036], [2.3580, -4.4221, -1.2232], [-1.5016, -2.9380, 1.7363], [-3.1000, -4.0627, -4.4193], [-2.1973, -0.5597, 6.9328], [-0.5939, 5.6282, 0.6715]],
  "forces_ev_per_a": [[0.005, 0.225, 0.231], [-0.012, 0.357, -0.032], [0.375, 0.225, 0.035], [-0.417, 0.021, 0.599], [-0.357, -0.095, -0.195], [-0.217, 0.189, 0.335], [0.339, -0.050, -0.117], [0.304, -0.332, -0.216], [1.391, 2.587, -1.619], [-0.325, 0.319, 0.035], [-0.217, 0.066, 0.171], [0.335, -0.112, -0.097], [0.412, 0.246, -0.344], [0.100, -0.189, 0.107], [-0.195, -0.409, 0.071], [0.158, 0.278, -0.228], [0.048, 0.317, -0.380], [-4.974, -3.452, 2.277], [0.021, -0.366, -0.064], [0.006, -0.490, -0.069], [3.726, 3.045, 0.291], [2.926, -4.582, 2.400], [-3.088, 2.329, -3.166], [-0.289, -0.182, -0.104], [-0.028, -0.187, -0.434], [-0.129, 0.542, -0.018], [-0.017, 0.038, -0.016], [-0.089, -0.174, -0.304], [0.303, -0.092, 0.419], [0.366, -0.232, 0.167], [-0.044, 0.081, 0.331], [-0.394, -0.199, -0.164], [0.131, 0.045, 0.301], [-0.189, -0.341, -0.346], [-0.153, 0.372, -0.265], [0.271, 0.312, -0.009], [-0.112, -0.253, -0.211], [-0.019, -0.173, 0.441], [0.049, 0.315, 0.185]],
  "charge": 2,
  "homo_ev": -16.07,
  "energy_ev": -30188.264,
  "relative_energy_kj_mol": 537.1
}



{
  "formula": "BrH5OP2",
  "method": "wB97M-V/def2-TZVPD",
  "species": ["H", "H", "O", "P", "H", "P", "H", "Br", "H"],
  "xyz": [[-1.1471, 1.3846, -0.4673], [-0.5478, -0.2013, 1.3116], [1.9879, -0.9163, 0.0525], [-0.9835, 0.0402, -0.0342], [1.3671, -1.5462, 0.4550], [1.1561, 0.1751, -0.8569], [-1.2116, -0.9998, -0.9816], [1.7464, 2.1065, 0.1265], [-2.3675, -0.0429, 0.3943]],
  "forces_ev_per_a": [[-0.066, -0.013, -0.035], [0.208, -0.108, -0.108], [-0.452, -0.428, 0.048], [-0.626, 0.356, 0.170], [0.342, 0.118, 0.245], [0.679, 0.282, -0.546], [0.024, -0.143, 0.017], [-0.165, -0.052, 0.155], [0.055, -0.012, 0.054]],
  "smiles": "OP([PH4])Br",
  "homo_ev": -7.93,
  "energy_ev": -90746.770
}



{
  "formula": "C3H11NO2",
  "method": "wB97M-V/def2-TZVPD",
  "species": ["C", "H", "H", "H", "H", "H", "H", "H", "H", "H", "O", "O", "N", "C", "H", "C", "H"],
  "xyz": [[1.5112, 0.2193, 1.4509], [2.2116, -2.7763, -2.7629], [-0.8326, -2.2993, 0.5797], [1.3726, -0.0890, 2.4817], [0.4472, 1.9348, 0.9622], [-4.7770, 3.0652, -0.8444], [2.3803, -0.1403, 0.9051], [1.4370, 2.1764, 2.1694], [0.8017, -2.4608, 1.3191], [2.9224, -3.3683, -4.0206], [2.7624, -2.5794, -3.5256], [-5.6648, 3.2261, -0.4747], [1.3556, 1.6576, 1.3113], [0.0455, -1.7757, 0.9390], [-6.1659, 3.4832, -1.2705], [0.3051, -0.4947, 0.7381], [-0.1121, 0.2210, 0.0423]],
  "forces_ev_per_a": [[-2.139, -0.772, -1.058], [-0.202, -0.334, 0.146], [0.009, 0.267, -0.415], [0.917, -0.179, 0.180], [-0.086, -0.318, -0.190], [-0.147, -0.082, 0.343], [0.567, 0.024, 0.616], [0.322, -0.187, 0.329], [-0.125, 0.385, 0.784], [-0.097, -0.960, -0.193], [0.294, 1.314, 0.049], [0.053, 0.176, -0.766], [0.114, 0.807, -0.231], [-0.246, -0.558, -0.775], [0.130, -0.130, 0.455], [1.704, 1.050, 0.672], [-1.067, -0.503, 0.053]],
  "multiplicity": 2,
  "charge": -1,
  "homo_ev": [1.21, -6.15],
  "s_squared": 0.750,
  "energy_ev": -8871.646,
  "relative_energy_kj_mol": 192.2
}



{
  "formula": "C24H61Ca3N3O12S",
  "method": "wB97M-V/def2-TZVPD",
  "species": ["H", "Ca", "C", "H", "H", "C", "C", "C", "C", "H", "H", "H", "H", "H", "H", "H", "H", "O", "H", "C", "H", "H", "C", "C", "H", "H", "C", "H", "H", "H", "N", "C", "C", "C", "H", "C", "H", "O", "H", "H", "H", "C", "H", "H", "C", "H", "H", "C", "O", "H", "H", "O", "H", "H", "H", "C", "H", "H", "O", "C", "C", "H", "H", "C", "C", "H", "Ca", "H", "C", "N", "H", "Ca", "H", "H", "H", "H", "H", "O", "O", "O", "H", "O", "H", "H", "H", "S", "C", "O", "H", "H", "H", "C", "N", "O", "H", "H", "H", "H", "O", "H", "H", "H", "H", "H"],
  "xyz": [[-3.3912, -7.2790, -2.6814], [0.7631, 4.1469, -2.7407], [5.9346, 2.4487, 3.4220], [-7.7096, -2.5010, -2.4783], [3.5384, 2.2759, -6.0110], [-2.1398, 6.2743, 2.0077], [-5.3579, -3.2394, -3.9872], [1.7701, -2.8256, 7.0148], [-3.3717, 5.5111, 2.3899], [3.8192, -4.3095, 6.2650], [-2.9875, 7.5411, 0.4962], [5.0289, 5.7873, -3.9693], [4.3228, 2.9319, -3.6432], [2.4237, 6.7204, -1.6254], [-0.4006, -8.5482, -4.1803], [-1.6384, 8.2681, 1.2681], [-0.8049, -2.7976, 6.3911], [-1.4693, 5.4348, 1.1975], [4.0466, 0.9486, 2.7765], [2.6979, 2.7555, -5.5094], [2.8896, -5.1503, 4.9872], [-2.8580, -0.7316, 4.3010], [-2.4586, -1.6362, 4.7596], [0.7831, -1.6396, 6.8450], [-1.5535, 6.4882, 2.9014], [1.3546, -0.8246, 6.4010], [2.8350, -4.6678, 5.9630], [6.8823, 2.8756, 3.7501], [-5.5944, -2.1958, -4.1951], [-3.2352, 4.5059, 2.7886], [3.0797, 4.0529, -4.9840], [-1.2205, -1.0477, 5.5608], [-1.1038, 2.7120, -5.7188], [4.2739, 3.8352, -4.2513], [-3.4648, -5.7539, -5.2492], [6.3290, 0.3913, 4.8832], [1.3232, -3.6179, 7.6154], [-0.6330, 1.1953, -1.0562], [-2.2870, -3.4484, 2.2031], [1.1596, 1.8058, -6.7616], [-3.3174, -1.8908, 5.3806], [-3.7714, -5.8501, -4.2077], [-7.6501, -3.8634, -1.5562], [-0.3052, -7.7965, -2.4388], [-2.8233, -2.6501, 2.7161], [-1.3333, 1.7843, -6.2431], [5.1593, 2.8142, 4.0954], [3.4080, 6.5719, -2.0694], [1.5165, 1.0878, -1.1000], [-1.4244, 3.5438, -6.3460], [-1.5843, -8.9195, -2.8770], [4.3824, 0.4622, 3.5330], [5.1448, 3.8026, -4.9060], [2.6318, -2.4678, 7.5782], [2.5479, 2.0762, -4.6703], [4.5649, 5.0062, -3.3670], [-4.0606, 5.3926, 1.5536], [3.4629, 4.5550, -5.7721], [3.3081, 5.2434, -2.6433], [1.3246, 2.7341, -6.2146], [-0.8869, -8.1829, -3.2758], [4.1364, 6.7390, -1.2759], [-5.8046, -3.6177, -4.9067], [-3.7811, -3.3886, -3.9735], [5.7739, 0.9003, 3.5106], [-3.2806, -3.2377, -4.9300], [1.3504, -2.8994, 3.1856], [0.5201, -1.2389, 7.8240], [-7.3964, -3.5414, -2.5661], [-3.3436, -4.6613, -3.4295], [-3.9377, -4.6386, -2.6131], [0.5687, -4.5130, -2.9401], [2.3534, -5.3258, 6.6863], [-3.7971, -3.0227, 3.0338], [7.3344, 0.7955, 5.0008], [-3.4225, -2.6937, -3.2141], [5.7954, 2.8045, 2.4012], [-2.0650, -2.5406, 3.7928], [2.1823, -3.4081, 5.7323], [0.2663, -0.3426, 0.4684], [-2.8660, -1.7754, 2.0673], [0.2517, 2.9096, -5.2470], [-1.8929, 4.5802, 1.3071], [-7.9924, -4.0096, -3.3495], [-1.5774, -0.5174, 6.4437], [0.3871, 0.2429, -0.8544], [-2.5301, 7.6769, 1.4763], [-1.5516, -6.8514, -3.5209], [-3.2093, -7.9898, -4.1304], [6.3739, 0.5256, 2.6813], [-3.9622, 6.1170, 3.0772], [-2.9750, -7.0353, -3.6590], [-0.2924, -2.0651, 5.9211], [0.3513, -0.7603, -1.8866], [5.8753, 0.7646, 5.8013], [6.3280, -0.6959, 4.8052], [-3.2088, 8.2284, 2.1270], [1.2647, 3.5018, -6.9861], [-5.8904, -3.7003, -2.7457], [-1.8014, 2.8338, -4.8902], [5.3448, 4.8870, -2.6149], [-4.8095, -6.1561, -4.0778], [-0.6413, -0.3614, 4.9431], [3.7010, 7.3351, -2.7903]],
  "forces_ev_per_a": [[0.212, 0.440, 0.680], [1.268, -1.348, -0.613], [-1.118, -0.694, 0.218], [0.572, 0.399, -0.663], [-0.298, 0.021, -0.898], [-2.121, 1.871, 2.603], [0.481, 0.800, -0.629], [-0.629, 0.693, 0.118], [-1.895, 0.860, 0.683], [0.329, -1.117, 0.277], [-0.407, 0.076, -0.044], [-1.251, 1.015, -0.077], [-0.619, -0.214, -0.143], [0.019, 0.660, -0.046], [0.187, 0.144, 0.275], [0.057, 0.131, 0.312], [-0.067, -0.440, 0.049], [2.391, -1.316, -2.935], [-0.794, -0.028, -0.185], [-1.661, -1.117, 0.300], [0.174, -0.311, 0.048], [-0.038, 0.201, -0.553], [0.629, 3.046, 0.962], [1.270, -0.912, -1.198], [0.226, -0.196, 0.325], [-0.105, 0.161, -0.379], [0.990, 1.026, -0.485], [0.130, -0.579, 0.118], [0.210, 0.588, 0.726], [0.425, 0.083, 0.331], [-0.928, -0.577, -0.584], [-1.248, -0.143, -0.792], [-0.392, 1.129, -0.112], [2.752, 0.095, 1.615], [-0.466, 0.410, -0.149], [0.644, 0.434, -1.409], [-0.171, -0.136, -0.146], [-5.612, 2.606, -0.615], [-0.643, -0.227, -0.916], [0.112, -0.280, 0.295], [0.315, -1.090, 0.349], [2.078, -0.643, 0.431], [0.380, -0.859, -0.292], [1.054, -1.209, -0.080], [-1.657, -1.462, -2.505], [0.628, -0.171, 0.185], [-0.038, 0.565, -0.170], [-0.734, 0.073, 0.482], [5.210, 1.256, 0.206], [0.450, 0.016, -0.521], [-0.060, 0.122, -0.139], [0.888, 0.559, -1.167], [0.153, -0.523, -0.277], [0.290, -0.078, -0.253], [0.011, -0.019, 0.459], [-0.380, -0.606, 0.851], [0.190, 0.055, -0.479], [-0.862, 0.753, -0.436], [1.312, 1.674, -0.175], [0.215, 0.209, -0.574], [-0.857, 2.227, 0.504], [0.185, -0.939, 0.229], [-0.137, -1.316, 0.196], [-1.135, 0.311, 0.434], [1.103, 0.968, 2.685], [-0.459, 0.391, -0.144], [-0.809, 1.202, 2.202], [-0.543, -0.374, 0.158], [1.442, 0.587, 0.293], [-0.457, -0.569, -0.193], [0.190, -0.771, 0.887], [-1.728, 0.297, -0.405], [-0.106, 0.260, -0.007], [-0.473, 0.126, -0.631], [0.351, -0.540, -0.272], [0.079, 0.549, -0.392], [-0.331, 0.067, -0.014], [3.707, 0.344, 3.419], [-1.626, 0.492, -0.238], [0.714, -1.738, 2.250], [-0.179, 0.262, 0.112], [0.226, 0.048, 0.737], [0.330, -0.111, -0.275], [0.395, -0.307, 0.074], [-0.297, 0.229, -0.068], [0.421, 1.392, 0.166], [0.724, -0.953, -1.225], [0.227, -0.961, -0.626], [0.335, 0.235, -1.030], [-0.368, -0.834, -0.017], [-0.014, -0.328, 0.433], [-0.902, -0.487, 0.947], [1.306, -1.063, 0.543], [-0.189, -4.205, -2.454], [-0.857, -0.097, -0.405], [0.197, -0.003, 0.566], [0.183, -0.236, 0.086], [-0.113, 0.360, 0.112], [-1.655, 0.171, -0.512], [0.378, -0.505, 0.456], [-0.047, -0.763, 0.118], [-0.200, 0.459, -0.306], [-0.443, 0.413, -0.198], [-0.629, -0.161, -0.452]],
  "charge": 4,
  "homo_ev": -14.85,
  "energy_ev": -121024.502
}